# 1
A 7-piece molecular cluster, C12H34B2O14 overall in a non-equilibrium geometry. Source: OMol25; level of theory: wB97M-V/def2-TZVPD.

Atoms and positions in Å:
O (1.458, 2.311, 1.802)
C (0.544, 1.889, 1.223)
O (-0.163, 2.656, 0.418)
C (0.110, 0.447, 1.334)
C (0.454, -0.403, 0.073)
B (1.708, -1.266, 0.534)
O (2.948, -0.727, 0.633)
O (1.605, -2.576, 0.899)
C (0.946, 0.317, -1.206)
C (0.227, -0.373, -2.379)
O (0.205, -0.048, -3.469)
O (-0.361, -1.529, -1.844)
C (-0.744, -1.108, -0.538)
B (-1.645, -2.097, 0.342)
O (-2.873, -1.661, 0.717)
O (-1.288, -3.353, 0.702)
H (-0.689, 2.106, -0.176)
H (-0.955, 0.441, 1.560)
H (0.638, 0.040, 2.180)
H (2.908, 0.239, 0.604)
H (2.378, -2.786, 1.438)
H (1.985, 0.161, -1.490)
H (0.831, 1.396, -1.282)
H (-1.424, -0.260, -0.752)
H (-2.876, -0.709, 0.882)
H (-0.447, -3.387, 1.178)
C (-4.313, -1.359, 3.842)
O (-3.564, -0.293, 3.251)
H (-4.140, -2.257, 3.256)
H (-3.982, -1.527, 4.870)
H (-5.377, -1.122, 3.828)
H (-3.721, 0.500, 3.773)
C (-0.609, 4.973, -2.450)
O (-0.518, 3.554, -2.550)
H (-0.979, 5.216, -1.458)
H (0.374, 5.430, -2.586)
H (-1.302, 5.366, -3.197)
H (-0.188, 3.343, -3.429)
C (4.087, 4.070, 2.767)
O (3.750, 4.033, 4.150)
H (5.148, 4.290, 2.680)
H (3.881, 3.104, 2.303)
H (3.517, 4.849, 2.256)
H (2.810, 3.836, 4.208)
C (1.227, -3.222, -3.835)
O (2.386, -3.964, -4.220)
H (1.357, -2.188, -4.140)
H (0.346, -3.630, -4.336)
H (1.089, -3.266, -2.755)
H (2.249, -4.876, -3.945)
C (-6.879, -1.788, 0.747)
O (-7.179, -1.948, 2.132)
H (-5.829, -1.518, 0.662)
H (-7.051, -2.721, 0.206)
H (-7.490, -0.994, 0.311)
H (-8.108, -2.189, 2.204)
C (5.596, -0.676, -2.342)
O (5.106, 0.009, -1.192)
H (4.943, -0.441, -3.178)
H (6.612, -0.351, -2.581)
H (5.588, -1.757, -2.177)
H (5.688, -0.206, -0.456)

Values from the calculation:
**Lowest unoccupied orbital energy**: 0.193 eV
**HOMO energy**: -10.01 eV
**Charge**: 0
**Multiplicity**: 1
**Gap between HOMO and LUMO**: 10.20 eV
**Energy**: -1580.79250 hartree
**Strongest force on any atom**: 6.10 eV/Å

natural (NBO) charges, unit e, in atom order: atom 1 (O): -0.58, atom 2 (C): 0.80, atom 3 (O): -0.66, atom 4 (C): -0.52, atom 5 (C): -0.40, atom 6 (B): 1.13, atom 7 (O): -0.88, atom 8 (O): -0.90, atom 9 (C): -0.57, atom 10 (C): 0.82, atom 11 (O): -0.52, atom 12 (O): -0.52, atom 13 (C): -0.21, atom 14 (B): 1.14, atom 15 (O): -0.88, atom 16 (O): -0.91, atom 17 (H): 0.49, atom 18 (H): 0.23, atom 19 (H): 0.24, atom 20 (H): 0.50, atom 21 (H): 0.50, atom 22 (H): 0.26, atom 23 (H): 0.25, atom 24 (H): 0.14, atom 25 (H): 0.50, atom 26 (H): 0.52, atom 27 (C): -0.25, atom 28 (O): -0.75, atom 29 (H): 0.20, atom 30 (H): 0.16, atom 31 (H): 0.18, atom 32 (H): 0.47, atom 33 (C): -0.25, atom 34 (O): -0.74, atom 35 (H): 0.19, atom 36 (H): 0.17, atom 37 (H): 0.16, atom 38 (H): 0.47, atom 39 (C): -0.24, atom 40 (O): -0.73, atom 41 (H): 0.17, atom 42 (H): 0.17, atom 43 (H): 0.16, atom 44 (H): 0.46, atom 45 (C): -0.25, atom 46 (O): -0.73, atom 47 (H): 0.19, atom 48 (H): 0.16, atom 49 (H): 0.17, atom 50 (H): 0.46, atom 51 (C): -0.25, atom 52 (O): -0.73, atom 53 (H): 0.19, atom 54 (H): 0.16, atom 55 (H): 0.16, atom 56 (H): 0.46, atom 57 (C): -0.25, atom 58 (O): -0.73, atom 59 (H): 0.18, atom 60 (H): 0.16, atom 61 (H): 0.17, atom 62 (H): 0.47

# 2
A 10-piece molecular cluster, C12H34Cl9NO7 overall in a non-equilibrium geometry. Source: OMol25; level of theory: wB97M-V/def2-TZVPD.

Atoms and positions in Å:
Cl (1.172, -4.625, -1.829)
C (0.381, -3.858, -0.422)
Cl (0.795, -4.902, 0.910)
Cl (-1.424, -3.916, -0.545)
H (0.697, -2.780, -0.289)
Cl (-6.138, -0.435, 0.739)
C (-4.882, -1.378, 1.455)
Cl (-3.301, -0.495, 1.210)
Cl (-4.961, -3.062, 0.804)
H (-4.972, -1.507, 2.561)
Cl (2.483, -0.628, -1.843)
C (1.034, 0.230, -2.342)
Cl (1.222, 1.944, -1.872)
Cl (-0.417, -0.500, -1.468)
H (0.918, -0.011, -3.374)
C (-1.169, 1.911, -5.514)
N (-2.104, 1.096, -4.697)
C (-1.800, -0.238, -4.469)
C (-2.933, -0.882, -3.697)
O (-0.761, -0.860, -4.816)
H (-1.105, 2.926, -5.174)
H (-1.402, 1.912, -6.603)
H (-0.203, 1.470, -5.452)
H (-2.851, 1.572, -4.294)
H (-2.808, -0.563, -2.629)
H (-2.844, -1.996, -3.663)
H (-3.900, -0.589, -4.084)
C (-0.049, 3.027, 1.883)
O (0.004, 1.604, 2.142)
H (0.539, 3.418, 1.026)
H (-1.120, 3.345, 1.637)
H (0.238, 3.524, 2.786)
H (0.019, 1.058, 1.364)
C (-0.179, -1.952, 2.951)
O (0.638, -1.224, 2.019)
H (0.340, -2.035, 3.880)
H (-1.071, -1.347, 3.109)
H (-0.556, -2.910, 2.549)
H (1.518, -1.631, 2.137)
C (-3.964, 3.253, -1.053)
O (-3.076, 2.585, -1.926)
H (-4.163, 2.663, -0.155)
H (-3.628, 4.269, -0.706)
H (-4.933, 3.431, -1.619)
H (-2.264, 2.408, -1.435)
C (2.472, 0.645, 4.732)
O (2.415, 1.253, 3.439)
H (2.775, 1.340, 5.437)
H (1.442, 0.222, 5.066)
H (3.242, -0.120, 4.675)
H (1.503, 1.243, 3.125)
C (4.333, 1.506, 0.404)
O (4.129, 0.504, 1.352)
H (5.363, 1.369, 0.020)
H (3.691, 1.420, -0.426)
H (4.210, 2.561, 0.791)
H (3.283, 0.727, 1.801)
C (4.105, -2.990, 1.870)
O (3.219, -2.027, 1.265)
H (3.711, -3.952, 1.823)
H (5.041, -3.032, 1.225)
H (4.246, -2.755, 2.992)
H (3.800, -1.233, 1.217)

Values from the calculation:
**Lowest unoccupied orbital energy**: 0.357 eV
**HOMO energy**: -9.71 eV
**Charge**: 0
**Multiplicity**: 1
**Gap between HOMO and LUMO**: 10.07 eV
**Energy**: -5200.65964 hartree
**Strongest force on any atom**: 4.41 eV/Å

natural (NBO) charges, unit e, in atom order: atom 1 (Cl): 0.01, atom 2 (C): -0.29, atom 3 (Cl): 0.02, atom 4 (Cl): -0.02, atom 5 (H): 0.28, atom 6 (Cl): 0.05, atom 7 (C): -0.28, atom 8 (Cl): -0.02, atom 9 (Cl): 0.00, atom 10 (H): 0.24, atom 11 (Cl): 0.03, atom 12 (C): -0.24, atom 13 (Cl): 0.00, atom 14 (Cl): -0.04, atom 15 (H): 0.26, atom 16 (C): -0.42, atom 17 (N): -0.62, atom 18 (C): 0.69, atom 19 (C): -0.72, atom 20 (O): -0.66, atom 21 (H): 0.20, atom 22 (H): 0.19, atom 23 (H): 0.22, atom 24 (H): 0.41, atom 25 (H): 0.24, atom 26 (H): 0.24, atom 27 (H): 0.22, atom 28 (C): -0.25, atom 29 (O): -0.75, atom 30 (H): 0.18, atom 31 (H): 0.16, atom 32 (H): 0.19, atom 33 (H): 0.50, atom 34 (C): -0.26, atom 35 (O): -0.77, atom 36 (H): 0.17, atom 37 (H): 0.18, atom 38 (H): 0.17, atom 39 (H): 0.50, atom 40 (C): -0.25, atom 41 (O): -0.73, atom 42 (H): 0.17, atom 43 (H): 0.16, atom 44 (H): 0.18, atom 45 (H): 0.47, atom 46 (C): -0.24, atom 47 (O): -0.78, atom 48 (H): 0.17, atom 49 (H): 0.17, atom 50 (H): 0.17, atom 51 (H): 0.51, atom 52 (C): -0.24, atom 53 (O): -0.76, atom 54 (H): 0.18, atom 55 (H): 0.16, atom 56 (H): 0.16, atom 57 (H): 0.51, atom 58 (C): -0.26, atom 59 (O): -0.78, atom 60 (H): 0.18, atom 61 (H): 0.17, atom 62 (H): 0.16, atom 63 (H): 0.51